[1]
The following is a quantum chemistry calculation of a structure of composition C50H59BrFN5NaO2Sb in a non-equilibrium geometry, from OMol25.

## Properties
E_HOMO = -1.677 eV
relative energy (zero: lowest compared OMol25 entry of this formula, charge and spin) = 13.2 kcal/mol
frontier orbital gap = 5.22 eV
largest force on an atom = 1.10 eV/A
charge = -2
2S+1 = 1
E_tot = -5441.41429 Ha

CARTESIAN COORDINATES (ANGSTROEM)
Sb  -1.76481  2.94313  0.01857
Br  2.62636  1.30284  8.35348
Na  -0.01902  0.28551  0.43342
F  -2.60955  -0.40052  -0.44677
O  -0.04766  2.60432  3.75094
O  0.65464  1.05901  2.24816
N  3.92550  0.16990  4.62176
N  1.76320  -0.79650  -6.15871
N  -1.17615  -2.32638  0.73187
N  4.05988  -0.41587  -5.65865
N  2.32872  -0.56160  -0.00774
C  1.68568  1.48500  5.65299
C  -2.53058  -3.35039  3.53529
C  1.07069  3.87229  0.60686
C  1.79143  1.23793  4.29391
C  -3.87473  5.10564  -1.04893
C  5.29008  -0.97376  -2.26698
C  2.70502  1.03587  6.46981
C  4.64714  -2.05243  -0.12523
C  -2.75754  5.01001  2.33371
C  1.47205  -4.91723  0.76547
C  0.81824  -4.48157  3.00998
C  3.00618  -0.44966  -6.46712
C  -0.11320  4.33207  -0.24536
C  -0.32527  -3.33199  1.18934
C  2.92692  0.58176  3.83291
C  -4.14548  2.94212  1.86463
C  -3.01065  -3.91115  0.23859
C  3.85185  -0.75885  -4.38127
C  1.56488  -1.11133  -4.88115
C  2.58429  -1.11505  -3.94377
C  -2.36041  4.05947  -2.76351
C  3.77665  -2.20462  0.93845
C  -0.17211  -3.60089  2.58155
C  2.61773  -1.43869  0.95168
C  0.68558  1.68606  3.34014
C  -0.56972  -5.03984  -1.80229
C  1.49553  2.14795  -4.08374
C  0.41576  -3.99439  -1.26228
C  -3.14524  -1.63077  -0.40940
C  -4.36868  -1.82633  -0.98480
C  5.08968  -0.78216  -3.56500
C  -2.36892  -2.64135  0.22484
C  -1.05056  -2.98810  3.66974
C  -0.36486  5.82757  -0.07943
C  1.35069  1.89868  -2.71483
C  3.17274  -0.42114  -1.02515
C  -4.95718  -3.09825  -0.96113
C  4.34064  -1.15753  -1.14920
C  0.57774  1.61757  -4.98682
C  -0.46810  0.84568  -4.48438
C  1.65370  -5.13701  2.11912
C  0.31089  1.13399  -2.13372
C  0.50070  -4.04689  0.27182
C  -2.74520  3.55661  1.87448
C  -0.87379  -1.47983  3.83274
C  3.80409  0.38839  5.92992
C  -0.58023  0.62486  -3.11058
C  0.17064  -2.64600  -1.95276
C  -4.25772  -4.12315  -0.33793
C  -3.11700  3.84312  -1.44918
H  5.56785  -2.62610  -0.17053
H  4.60619  0.04083  6.57287
H  -1.74512  5.35798  2.54976
H  5.96915  -0.65146  -4.18540
H  0.23351  -2.79666  -3.03893
H  -4.60779  3.01210  2.85959
H  -1.60320  -4.72874  -1.63776
H  -2.66746  -4.42342  3.36961
H  1.41100  -4.32022  -1.58716
H  1.89504  -1.53763  1.75984
H  -4.49270  5.45559  -1.88944
H  -2.13521  2.99963  2.58811
H  -3.33665  5.11042  3.26587
H  -5.92410  -3.26795  -1.41753
H  1.95764  4.48351  0.38224
H  3.96960  -2.90312  1.74026
H  -1.45492  -1.11870  4.69010
H  -4.11974  1.88129  1.59198
H  -3.06159  -3.07306  4.45245
H  6.33318  -0.99950  -1.96022
H  0.82050  2.01819  6.02680
H  -1.20641  -0.94859  2.94380
H  -3.19954  5.92396  -0.78354
H  2.37290  -1.38414  -2.91689
H  -4.68876  -5.11993  -0.29471
H  -0.67458  6.08367  0.93686
H  1.32355  2.82710  0.41012
H  -1.43646  0.02559  -2.77853
H  -4.53890  4.94423  -0.19481
H  -3.05631  4.34019  -3.56692
H  2.42964  -5.80667  2.47407
H  -4.85490  -0.97669  -1.45279
H  -0.69955  -3.44610  4.60063
H  -3.20187  5.69031  1.59907
H  -2.99765  -2.82377  2.70382
H  -0.80412  -2.22768  -1.73395
H  3.02366  0.39207  2.76777
H  0.90694  -1.89271  -1.66931
H  -1.80897  3.17310  -3.08581
H  2.11439  -5.42748  0.05114
H  0.55378  -1.37196  -4.58747
H  -0.42340  -6.00990  -1.31765
H  0.85771  3.95962  1.67836
H  0.56150  6.38397  -0.28559
H  0.17493  -1.22603  4.00132
H  -1.19664  0.41442  -5.17092
H  -0.42112  -5.16613  -2.88068
H  2.10414  2.35946  -2.06003
H  0.93088  -4.65329  4.07720
H  -1.63364  4.87481  -2.66829
H  -3.85006  3.04475  -1.60871
H  3.18768  -0.16447  -7.49883
H  -2.49306  -4.73317  0.72404
H  0.13493  4.13234  -1.29108
H  -4.82192  3.44334  1.15888
H  0.67867  1.79240  -6.05416
H  -1.12817  6.20275  -0.76556
H  2.88069  0.31531  -1.77322
H  2.32367  2.75620  -4.44850

Force components x, y, z for each atom (eV/Å):
-0.06 0.09 0.16
0.00 0.01 0.03
-0.25 -0.45 -0.97
0.26 0.71 -0.02
0.15 -0.31 -0.21
0.07 0.51 0.83
-0.14 0.07 0.04
0.29 -0.11 -0.25
0.08 0.02 0.30
-0.06 0.05 -0.28
-0.06 -0.08 0.36
0.01 0.02 0.05
-0.05 -0.01 -0.01
0.02 0.05 0.01
0.06 0.01 0.05
-0.06 0.06 0.04
0.03 -0.06 0.56
0.01 -0.02 -0.06
0.00 -0.02 0.10
-0.03 0.08 0.02
-0.03 0.00 -0.06
-0.02 0.03 -0.02
-0.02 -0.04 0.13
0.10 0.03 0.07
0.02 -0.11 -0.19
0.14 -0.08 -0.01
-0.13 -0.01 0.01
-0.01 0.00 0.03
0.20 -0.07 0.24
0.05 -0.38 0.14
-0.19 -0.11 0.04
0.00 0.08 0.02
-0.01 0.00 -0.07
0.00 0.05 -0.15
0.04 -0.07 -0.09
-0.17 0.01 -0.14
-0.05 -0.01 -0.04
-0.15 0.00 -0.09
-0.01 0.15 0.08
-0.12 -0.55 0.08
-0.11 -0.10 0.00
-0.29 0.08 -0.54
-0.05 -0.10 -0.05
0.05 0.02 -0.12
0.02 0.04 0.00
-0.05 0.09 0.04
-0.26 0.28 0.13
0.04 0.00 0.01
0.34 -0.08 -0.15
-0.12 0.32 0.22
-0.11 0.37 0.08
-0.01 0.02 0.02
0.13 -0.03 -0.21
-0.05 0.07 0.06
-0.06 0.08 0.03
0.00 0.02 0.01
-0.01 0.00 -0.08
-0.14 0.05 0.13
0.10 -0.15 0.06
0.04 0.03 0.03
-0.02 0.01 -0.13
-0.03 0.01 -0.01
-0.01 0.00 -0.03
-0.08 -0.04 0.00
0.00 0.05 -0.02
0.03 -0.03 0.18
0.03 0.00 -0.07
0.08 -0.02 0.00
0.01 0.07 0.02
0.01 0.01 -0.04
0.07 0.03 -0.09
0.01 -0.01 0.05
0.02 -0.02 0.06
0.05 -0.03 -0.09
0.01 0.00 0.01
-0.07 -0.04 0.02
0.01 -0.02 0.00
0.06 -0.03 -0.07
0.01 0.07 0.01
0.02 -0.01 -0.03
0.00 -0.05 0.03
0.03 -0.02 -0.02
-0.01 0.01 -0.04
-0.04 -0.07 -0.04
0.05 -0.03 -0.40
0.01 0.03 0.00
0.05 -0.03 -0.10
-0.02 0.07 0.00
0.13 0.07 -0.05
0.10 0.03 -0.12
0.04 -0.03 0.04
-0.02 0.01 -0.01
0.01 -0.04 0.01
0.00 -0.03 0.03
0.04 -0.07 0.07
0.04 -0.01 0.00
-0.14 -0.01 0.02
0.00 0.03 0.15
-0.12 -0.06 0.09
-0.02 -0.02 0.03
-0.02 0.01 0.04
0.23 -0.05 -0.08
0.00 0.04 -0.02
0.01 -0.01 -0.10
-0.05 -0.03 0.01
0.00 0.03 0.00
0.05 0.02 0.04
-0.01 0.01 0.05
-0.12 -0.06 -0.09
0.00 0.00 -0.03
-0.07 -0.06 0.00
0.01 0.02 -0.03
0.01 -0.01 -0.02
-0.03 0.03 -0.05
0.04 0.00 -0.06
0.12 -0.08 0.11
-0.01 -0.04 0.09
0.04 -0.03 0.03
0.11 -0.10 0.22
-0.06 -0.05 0.03

Atom charges from the Mulliken analysis, given in e for atoms 1 to 8: -0.35, -0.25, 1.30, 0.91, -0.82, 0.05, -0.70, -0.72

[2]
The following is a quantum chemistry calculation of a structure of composition C32H58ClN5O8S2 in a non-equilibrium geometry, from OMol25.

## Properties
E_HOMO = -10.089 eV
frontier orbital gap = 10.61 eV
largest force on an atom = 1.44 eV/A
2S+1 = 1
E_tot = -3386.32879 Ha

CARTESIAN COORDINATES (ANGSTROEM)
Cl  -4.22128  -3.84148  0.36407
S  2.41935  -2.42910  -0.01284
S  -2.66378  -3.82493  -3.76314
O  2.91307  -2.41470  1.32134
O  -1.85746  -4.41348  -4.77701
O  -4.00999  -3.43532  -4.04174
O  -0.17089  0.01046  -0.40595
O  3.29644  -2.89647  -1.03222
O  -2.69354  -4.86065  -2.54631
O  1.07085  -3.28483  -0.02496
O  1.82758  -1.03632  -0.40139
N  -3.09527  -5.87821  4.14494
N  3.22921  0.44192  -3.58816
N  -0.09925  3.60758  -2.12669
N  3.61486  1.48876  2.12001
N  -2.47135  5.30443  2.56809
C  3.89990  -0.42825  -3.91593
C  0.64309  6.84849  -1.19558
C  -1.37975  -2.86817  0.19142
C  -1.69156  -3.61509  1.48827
C  6.52879  0.35832  0.63112
C  4.78134  -1.52386  -4.31890
C  -0.32933  -2.69838  -2.82148
C  -2.21822  1.19527  -0.05205
C  -5.80880  -8.27692  5.09053
C  -1.82583  -2.44634  -3.04537
C  5.27149  -0.30694  1.20357
C  6.21738  1.28843  -0.53576
C  -2.05203  8.14659  4.95658
C  -0.76868  2.02779  1.90540
C  -0.30817  6.20464  -2.21294
C  -3.51686  -6.86660  3.74527
C  -4.08231  -8.11149  3.22573
C  -1.73088  8.55881  3.52577
C  0.43347  -1.45777  -2.32595
C  -1.33436  0.51326  -1.07691
C  -2.66097  7.90569  2.49655
C  0.38793  -1.16687  -0.81224
C  -5.56610  -8.25274  3.58685
C  4.32786  0.69067  1.70951
C  6.03259  -0.09130  -6.01258
C  6.14207  -1.00770  -4.80064
C  0.00916  -2.30346  0.13509
C  -1.53059  2.39646  0.61332
C  -0.21067  4.74689  -2.16504
C  -2.56201  6.44623  2.53061
C  0.32506  6.42223  0.23327
C  -3.18069  -3.66512  1.81400
H  0.25727  2.39635  1.88780
H  5.70764  0.75379  -1.34056
H  -3.50653  -8.94310  3.63648
H  -0.69741  8.29765  3.29012
H  -2.26009  3.17366  0.84589
H  -2.49338  0.47445  0.72844
H  -2.09917  -2.05789  0.04273
H  5.52349  -0.98519  2.01855
H  -6.86860  -8.41060  5.30527
H  0.10888  -0.59444  -2.90918
H  6.63421  -0.47878  -3.98202
H  -1.27792  2.40954  2.79082
H  5.54729  -0.60021  -6.84770
H  0.08133  -2.96953  -3.79619
H  -0.82109  2.81883  -0.10086
H  -3.69958  8.18137  2.68942
H  -3.14641  1.49313  -0.54876
H  -1.34054  6.48587  -1.99448
H  1.67154  6.58040  -1.44281
H  4.77434  -0.89119  0.43058
H  -2.35368  -2.23335  -2.11487
H  -5.93792  -9.17471  3.13743
H  -1.92235  7.07276  5.09678
H  0.56644  7.93355  -1.28794
H  0.43947  5.34579  0.36567
H  -3.47889  -2.77418  2.36405
H  5.45529  0.80439  -5.77924
H  -1.52490  -3.58583  -0.61739
H  4.28422  -2.08839  -5.11037
H  -5.26411  -9.09580  5.56420
H  -0.08158  6.52870  -3.22930
H  -1.18592  -3.13486  2.33180
H  -1.28472  -4.62709  1.43657
H  4.89824  -2.18863  -3.46106
H  -1.89214  -0.27606  -1.58475
H  -1.39148  8.65389  5.65917
H  -6.12422  -7.43054  3.13544
H  -1.01981  1.24866  -1.82275
H  6.76591  -1.86928  -5.04425
H  -5.49207  -7.34367  5.55815
H  0.20254  -1.85649  1.12178
H  7.13385  1.71814  -0.94201
H  7.03792  0.91464  1.42078
H  -2.41087  8.23849  1.48774
H  -3.94638  -8.11523  2.14322
H  -1.81751  9.64205  3.42480
H  -1.97341  -1.59296  -3.71031
H  7.02061  0.22860  -6.34330
H  -0.68949  0.94198  2.00002
H  1.48451  -1.59589  -2.56979
H  7.21130  -0.42826  0.30319
H  -0.17210  -3.56616  -2.18079
H  -3.38281  -4.51567  2.45862
H  -3.08077  8.40183  5.21809
H  -0.69976  6.68500  0.50090
H  -3.27123  -4.48682  -1.85335
H  0.99522  6.91196  0.94034
H  5.57444  2.11222  -0.22360

Force components x, y, z for each atom (eV/Å):
-0.22 -0.02 -0.06
0.72 -0.63 0.50
-0.30 0.01 -0.14
-0.08 0.32 0.06
0.13 -0.16 0.05
-0.07 0.09 0.08
-0.08 -0.22 0.15
-0.20 -0.08 -0.31
0.15 0.25 0.00
-0.28 0.25 -0.59
-0.31 0.07 0.07
0.09 0.09 0.18
-0.17 0.18 0.04
0.02 -0.21 -0.15
-0.14 0.20 0.06
0.01 -0.24 0.02
0.11 -0.20 0.01
-0.02 -0.02 0.13
-0.03 -0.73 -0.43
0.13 0.03 -0.01
0.00 0.08 -0.09
0.11 -0.02 0.04
-0.18 0.08 -0.39
0.02 0.04 0.28
-0.02 0.01 -0.02
0.47 0.20 0.34
0.18 0.17 -0.09
0.06 -0.01 0.00
0.03 0.00 0.00
-0.05 -0.20 -0.20
0.09 0.07 0.12
-0.03 -0.22 -0.08
-0.11 -0.02 0.00
0.01 0.00 0.11
-0.33 -0.42 -0.12
-0.22 0.36 -0.20
0.10 0.05 0.05
0.44 0.10 -0.52
-0.06 0.00 0.10
0.06 -0.24 0.02
0.03 0.01 0.02
0.02 0.07 -0.08
0.15 0.48 1.35
0.29 -0.05 0.22
-0.01 0.21 -0.18
-0.08 0.20 -0.04
0.10 0.07 -0.01
0.51 -0.13 0.55
-0.06 0.10 0.10
-0.03 0.01 0.01
0.01 0.01 -0.01
-0.01 0.00 -0.04
-0.01 -0.03 -0.07
-0.09 -0.03 -0.12
0.18 0.12 0.09
-0.07 -0.04 -0.01
0.00 -0.01 0.01
0.07 0.14 0.23
-0.01 -0.03 0.03
0.07 0.03 -0.01
-0.01 0.00 0.00
0.06 0.00 0.06
-0.20 0.01 0.08
0.00 0.00 -0.01
0.09 0.01 -0.09
-0.01 -0.01 -0.02
-0.01 -0.01 -0.04
0.01 -0.02 0.02
-0.11 0.00 -0.11
0.04 0.00 -0.05
-0.02 -0.01 -0.02
-0.03 -0.01 -0.06
-0.04 -0.01 -0.01
-0.23 0.12 -0.38
-0.03 -0.02 0.00
-0.05 0.20 -0.06
0.00 0.00 0.01
0.00 0.00 0.00
-0.01 0.00 0.00
-0.11 0.00 0.02
-0.04 0.02 -0.07
-0.05 -0.02 0.00
0.12 -0.11 0.10
-0.01 0.01 0.01
0.02 -0.01 -0.04
0.06 -0.10 0.00
-0.03 -0.03 0.04
0.03 -0.01 0.00
-0.20 0.12 -0.07
0.00 -0.01 -0.01
0.00 -0.03 0.02
-0.04 0.00 -0.01
0.03 -0.02 0.01
-0.01 -0.01 -0.06
-0.11 -0.14 -0.11
0.00 -0.01 -0.01
0.01 0.05 0.06
-0.04 0.02 -0.04
-0.02 -0.04 0.04
0.04 0.07 -0.02
-0.10 0.14 -0.17
0.00 0.00 0.00
-0.02 -0.04 -0.01
-0.04 -0.26 0.00
-0.01 0.00 0.00
-0.03 -0.02 0.00

Atom charges from the Mulliken analysis, given in e for atoms 1 to 8: -0.23, 1.23, 1.36, -0.67, -0.65, -0.64, -0.52, -0.65